# 1
{"formula": "C25H23NO7PSSe2W", "method": "the ωB97M-V functional and the def2-TZVPD basis", "relative_energy_kcal_mol": 0.11, "total_charge": 1, "e_lumo_ev": -4.98, "symbols": ["W", "O", "C", "C", "N", "C", "C", "O", "O", "C", "C", "O", "O", "H", "H", "H", "H", "H", "H", "H", "H", "H", "Se", "P", "Se", "C", "C", "C", "C", "C", "C", "C", "C", "C", "C", "C", "C", "H", "H", "H", "H", "H", "H", "H", "H", "H", "H", "O", "C", "O", "C", "C", "C", "C", "C", "C", "S", "H", "H", "H", "H"], "coordinates": [[-0.7502, 0.1381, 0.9423], [-2.7842, -0.8718, 0.3527], [-2.9751, -2.2517, 0.6856], [-2.3335, -2.5118, 2.0257], [-0.9863, -1.8666, 2.1106], [0.1114, -2.7690, 1.7379], [1.3410, -1.9153, 1.4877], [2.4459, -2.3474, 1.4002], [1.0332, -0.6076, 1.3800], [-0.8127, -1.4041, 3.5194], [-1.7444, -0.2182, 3.6986], [-2.2260, 0.1195, 4.7341], [-1.9884, 0.3689, 2.5215], [-3.5025, -0.2779, 0.6478], [-2.5134, -2.8270, -0.1160], [-4.0370, -2.4903, 0.7084], [-2.2380, -3.5806, 2.2261], [-2.9585, -2.0820, 2.8067], [-0.1379, -3.2866, 0.8106], [0.3130, -3.5052, 2.5170], [0.2170, -1.0849, 3.6821], [-1.0569, -2.2026, 4.2202], [-0.6029, -1.2144, -1.2925], [1.1846, -0.1577, -2.0118], [0.9184, 1.5460, -0.6817], [1.0374, 0.1700, -3.7614], [2.0928, -0.0934, -4.6330], [1.9595, 0.2189, -5.9772], [0.7854, 0.7901, -6.4448], [-0.2643, 1.0596, -5.5733], [-0.1407, 0.7549, -4.2307], [2.6794, -1.0907, -1.7026], [3.7285, -0.5227, -0.9885], [4.8802, -1.2633, -0.7673], [4.9736, -2.5599, -1.2460], [3.9212, -3.1291, -1.9547], [2.7715, -2.3972, -2.1869], [3.0112, -0.5344, -4.2685], [2.7757, 0.0172, -6.6574], [0.6871, 1.0317, -7.4948], [-1.1752, 1.5116, -5.9411], [-0.9503, 0.9736, -3.5441], [3.6381, 0.4800, -0.5919], [5.6970, -0.8282, -0.2081], [5.8695, -3.1377, -1.0619], [3.9987, -4.1433, -2.3223], [1.9492, -2.8389, -2.7387], [-3.9837, 1.8319, 0.8772], [-2.8333, 2.1390, 1.0140], [-1.8785, 1.5040, 0.2604], [-2.2861, 3.1707, 1.9170], [-3.1484, 4.2080, 2.2636], [-2.7346, 5.2200, 3.1087], [-1.4469, 5.1917, 3.6240], [-0.5820, 4.1617, 3.2961], [-0.9843, 3.1385, 2.4395], [0.2913, 1.9346, 2.1507], [-4.1512, 4.1950, 1.8585], [-3.4135, 6.0191, 3.3715], [-1.1095, 5.9730, 4.2918], [0.4185, 4.1439, 3.7092]], "forces_ev_per_a": [[0.050, 0.106, -0.029], [0.006, -0.028, 0.038], [-0.002, 0.027, -0.010], [0.013, 0.012, -0.006], [-0.026, 0.049, 0.054], [-0.020, 0.001, -0.023], [-0.021, -0.016, 0.011], [0.010, 0.005, 0.002], [-0.001, 0.007, -0.006], [-0.014, -0.045, -0.022], [0.016, -0.005, -0.051], [0.025, 0.007, 0.007], [-0.075, -0.018, 0.019], [-0.005, 0.002, -0.005], [0.001, -0.014, 0.005], [0.000, -0.002, 0.002], [-0.007, -0.004, -0.004], [0.001, -0.014, 0.008], [0.013, -0.007, 0.003], [0.014, -0.003, -0.003], [-0.001, -0.001, 0.009], [0.004, 0.010, 0.013], [0.000, -0.019, -0.027], [-0.013, -0.010, -0.021], [-0.011, 0.003, -0.012], [0.030, 0.011, -0.014], [0.011, -0.010, 0.004], [0.000, 0.003, -0.005], [0.001, -0.002, 0.002], [0.006, -0.005, 0.005], [-0.021, 0.008, 0.007], [0.003, 0.017, 0.011], [-0.011, -0.011, -0.010], [-0.005, 0.006, -0.006], [0.019, 0.004, 0.010], [-0.017, -0.005, -0.010], [0.007, -0.005, 0.003], [-0.005, -0.002, 0.008], [-0.003, 0.001, -0.003], [-0.002, 0.001, 0.000], [0.001, -0.001, -0.005], [0.003, -0.001, 0.000], [0.000, 0.001, 0.001], [0.004, -0.006, -0.001], [-0.001, 0.000, 0.000], [0.000, 0.000, -0.001], [0.000, -0.001, 0.000], [-0.011, 0.006, -0.004], [0.020, 0.011, -0.013], [0.015, -0.047, 0.029], [0.019, -0.020, -0.007], [0.011, 0.004, 0.011], [-0.029, -0.003, -0.011], [0.034, -0.007, 0.009], [-0.030, 0.015, -0.012], [0.000, -0.016, 0.009], [-0.003, -0.001, 0.035], [-0.001, 0.004, 0.003], [0.003, 0.001, 0.000], [-0.005, 0.001, 0.000], [0.001, 0.002, 0.001]]}



# 2
{"formula": "C8H22AlN2O2", "method": "the ωB97M-V functional and the def2-TZVPD basis", "relative_energy_kcal_mol": 51.36, "total_charge": 3, "e_lumo_ev": -17.13, "symbols": ["Al", "C", "C", "C", "O", "C", "N", "H", "H", "H", "H", "H", "H", "H", "H", "H", "H", "H", "C", "C", "C", "O", "C", "N", "H", "H", "H", "H", "H", "H", "H", "H", "H", "H", "H"], "coordinates": [[-1.6188, -1.9527, -0.9985], [-2.0205, 2.2206, 2.0743], [-1.4168, 1.1145, 1.2166], [-0.8917, 0.0282, 2.2017], [-0.4008, -1.0632, 1.4150], [0.5112, -1.9186, 2.1392], [-2.4457, 0.5316, 0.3382], [-2.3501, 3.1146, 1.5451], [-1.4093, 2.4201, 2.9583], [-2.9721, 1.8741, 2.5049], [-0.6273, 1.5099, 0.5782], [-1.6746, -0.4244, 2.8179], [-0.0902, 0.4854, 2.7886], [0.1923, -2.2389, 3.1299], [1.4609, -1.3720, 2.1815], [0.6997, -2.7660, 1.4815], [-2.7848, 1.3471, -0.1864], [-3.2418, 0.3686, 0.9675], [3.0976, -0.6996, -0.7960], [1.5692, -0.4907, -0.7514], [1.1561, 0.3471, -1.9831], [-0.2424, 0.2778, -2.0583], [-0.7513, 1.0006, -3.1806], [1.0010, -1.8464, -0.9899], [3.5169, -1.1467, 0.1064], [3.6015, 0.2682, -0.9259], [3.4685, -1.2918, -1.6402], [1.1750, -0.0812, 0.1733], [1.6989, -0.0906, -2.8264], [1.4882, 1.3728, -1.7899], [-0.6278, 2.0767, -3.0040], [-1.8121, 0.8111, -3.3307], [-0.2138, 0.8241, -4.1171], [1.5525, -2.1763, -1.7921], [1.4025, -2.4340, -0.2474]], "forces_ev_per_a": [[2.640, 2.788, 1.188], [-1.791, -0.039, 0.296], [0.966, -1.091, 0.690], [-0.369, 0.084, -1.336], [-0.071, -0.557, -0.303], [0.676, 0.060, -0.829], [-0.545, 0.983, 0.765], [0.674, 0.109, -0.176], [0.343, 0.196, -0.271], [0.089, -0.189, 0.165], [0.155, -0.133, 0.128], [-0.018, 0.621, 0.422], [-0.008, -0.221, 0.152], [-0.248, 0.115, -0.077], [-0.051, 0.017, 0.482], [-0.295, -0.329, 0.451], [0.035, -0.621, -1.056], [-0.137, -0.863, -0.315], [0.543, 0.332, 0.224], [-0.099, 0.063, -1.211], [0.814, -0.545, 1.583], [-0.878, -0.330, -0.281], [-0.361, 1.067, -0.854], [0.637, -0.555, 0.875], [-0.311, -0.079, 0.096], [-0.268, 0.130, 0.043], [-0.299, -0.066, -0.103], [0.225, -0.075, -0.083], [-0.419, 0.384, -0.525], [-0.069, 0.097, -0.292], [0.008, -0.062, 0.235], [0.063, -0.267, 0.191], [0.069, -0.469, 0.173], [-0.886, -0.345, -0.531], [-0.815, -0.211, 0.083]]}



# 3
{"formula": "C5H21NO7", "method": "the ωB97M-V functional and the def2-TZVPD basis", "relative_energy_kcal_mol": 88.81, "e_lumo_ev": -0.01, "smiles": "CCCCNC(=O)O.O.O.O.O.O", "symbols": ["C", "N", "C", "O", "O", "C", "C", "C", "H", "H", "H", "H", "H", "H", "H", "H", "H", "H", "H", "H", "H", "O", "H", "H", "O", "H", "H", "O", "H", "H", "O", "H", "H", "O"], "coordinates": [[-0.5231, -0.2285, -0.5883], [-0.6197, -0.8318, 0.7266], [-1.3610, -1.9340, 1.0427], [-2.0920, -2.4732, -0.0368], [-1.4181, -2.4140, 2.1339], [-1.7292, 0.7269, -0.8209], [-2.0731, 1.8588, 0.1304], [-0.9493, 2.9201, 0.1830], [-0.4133, -0.9509, -1.3965], [0.3777, 0.4580, -0.6299], [0.0276, -0.3662, 1.5092], [-1.7781, -3.3669, -0.2689], [-1.5995, 1.2162, -1.8239], [-2.5737, 0.0501, -0.8533], [-2.2303, 1.4664, 1.1797], [-3.0878, 2.2039, -0.1194], [-1.2406, 3.8453, -0.4995], [0.0174, 2.5656, -0.1811], [-0.7882, 3.0332, 1.3359], [0.8049, 0.9732, 3.4229], [-0.5697, 0.6724, 4.0238], [-0.0196, 0.6767, 3.1004], [2.4285, -1.3421, -1.6906], [2.6275, -0.5003, -0.5041], [3.1171, -0.7229, -1.3268], [1.1559, 0.0473, -3.9739], [1.3410, 0.4599, -2.7924], [0.7565, -0.2894, -3.1727], [1.4014, -2.7951, -1.0513], [0.4310, -3.8086, -0.4557], [0.4732, -2.8113, -0.5555], [3.5656, 0.6168, 0.4992], [3.3629, 0.2056, 2.1617], [3.1777, 0.8386, 1.2920]], "forces_ev_per_a": [[0.037, 2.203, 0.392], [1.512, 1.074, 1.722], [0.554, 0.656, -1.183], [0.347, 0.516, 0.097], [-0.028, -0.646, 1.016], [-0.081, -0.439, -1.440], [0.501, -1.003, 1.352], [-1.006, 1.209, 0.870], [-0.373, 0.175, 0.348], [-0.518, -1.044, 0.379], [-2.613, -1.770, -2.024], [-0.230, 0.704, 0.561], [-0.172, -0.668, 0.516], [-0.469, -0.069, -0.365], [0.347, 0.118, -1.026], [0.559, 0.426, -0.238], [0.742, -1.503, 2.013], [-0.208, -0.224, -0.149], [-0.127, 1.023, -2.258], [1.740, 0.672, 0.300], [1.679, -0.235, -3.579], [-3.226, -0.219, 3.399], [1.156, 1.001, -0.240], [0.461, 0.029, -0.387], [-1.826, -0.895, 0.520], [-0.599, -1.118, -2.193], [-1.558, -1.692, 1.312], [2.343, 2.767, 0.572], [-2.901, 0.120, 1.539], [-0.133, 1.510, 0.070], [3.909, -2.745, -1.939], [2.109, -1.399, -2.107], [-0.221, 2.193, -4.335], [-1.709, -0.725, 6.485]]}



# 4
{"formula": "C37H45N9", "method": "the ωB97M-V functional and the def2-TZVPD basis", "relative_energy_kcal_mol": 102.18, "e_lumo_ev": 0.31, "smiles": "c1cc[nH]c1.c1cc[nH]c1.c1cc[nH]c1.c1cc[nH]c1.c1cc[nH]c1.c1cc[nH]c1.c1cc[nH]c1.c1cc[nH]c1.c1ccncc1", "symbols": ["N", "C", "C", "C", "C", "H", "H", "H", "H", "H", "N", "C", "C", "C", "C", "H", "H", "H", "H", "H", "N", "C", "C", "C", "C", "H", "H", "H", "H", "H", "N", "C", "C", "C", "C", "H", "H", "H", "H", "H", "N", "C", "C", "C", "C", "H", "H", "H", "H", "H", "N", "C", "C", "C", "C", "H", "H", "H", "H", "H", "N", "C", "C", "C", "C", "H", "H", "H", "H", "H", "N", "C", "C", "C", "C", "H", "H", "H", "H", "H", "N", "C", "C", "C", "C", "C", "H", "H", "H", "H", "H"], "coordinates": [[6.8719, 0.4798, -2.8082], [6.4882, -0.8121, -2.6034], [6.4331, -1.4475, -3.8149], [6.9780, -0.6310, -4.7565], [7.1618, 0.6559, -4.1235], [6.8953, 1.2478, -2.1527], [5.9774, -0.9628, -1.6638], [6.0733, -2.4195, -4.1184], [6.9896, -0.9167, -5.7979], [7.4026, 1.5840, -4.6205], [6.8207, 2.5688, 2.2624], [7.7730, 3.2814, 1.5834], [7.1104, 4.3509, 0.9364], [5.7617, 4.2164, 1.2816], [5.5754, 3.0487, 1.9757], [7.0329, 1.7624, 2.8323], [8.8215, 3.0505, 1.7002], [7.6732, 5.0778, 0.3697], [4.9926, 4.8999, 0.9535], [4.7362, 2.4604, 2.3163], [0.9132, -1.9009, -0.4760], [0.3905, -2.5067, 0.6266], [-0.2941, -1.5867, 1.3953], [-0.1125, -0.3509, 0.7865], [0.5843, -0.5790, -0.3826], [1.4323, -2.3849, -1.1946], [0.5488, -3.5627, 0.7886], [-0.8849, -1.7433, 2.2858], [-0.3609, 0.6213, 1.1861], [0.9603, 0.1901, -1.0411], [-1.3657, 4.1045, 7.4241], [-0.9647, 4.6894, 8.6313], [0.4091, 4.8551, 8.5818], [0.8579, 4.3146, 7.4393], [-0.2195, 3.8785, 6.7210], [-2.2730, 3.9495, 7.0084], [-1.7365, 5.0621, 9.2885], [1.0098, 5.2380, 9.3935], [1.8616, 4.3213, 7.0406], [-0.2942, 3.5662, 5.6899], [-3.2260, -4.3220, -6.9398], [-2.4076, -4.2841, -5.8571], [-2.7717, -5.4185, -5.1070], [-3.9341, -6.0217, -5.6812], [-4.1491, -5.3112, -6.7830], [-3.0536, -3.7495, -7.7538], [-1.6268, -3.5667, -5.6519], [-2.3517, -5.7259, -4.1608], [-4.3841, -6.9238, -5.2938], [-4.9422, -5.4803, -7.4962], [-8.2435, -4.5545, 2.4960], [-7.9353, -3.2017, 2.3798], [-6.5041, -3.1868, 2.3220], [-6.0597, -4.5244, 2.4064], [-7.1341, -5.3121, 2.6237], [-9.1885, -4.9074, 2.4457], [-8.6393, -2.4146, 2.1534], [-5.8245, -2.3501, 2.2547], [-5.0349, -4.8580, 2.3358], [-7.1714, -6.3901, 2.6764], [1.2481, -9.1812, 1.4325], [0.6964, -8.8898, 0.2112], [1.7593, -8.7646, -0.7475], [2.8174, -8.5143, 0.0406], [2.5837, -8.8786, 1.3893], [0.7944, -9.4236, 2.3017], [-0.3573, -8.8717, -0.0247], [1.7036, -8.7249, -1.8253], [3.7943, -8.1740, -0.2698], [3.1763, -8.9267, 2.2910], [-4.7143, 8.0820, 2.5467], [-4.6819, 6.7390, 2.1511], [-5.6717, 6.5199, 1.2675], [-6.2891, 7.7463, 0.9429], [-5.6541, 8.7760, 1.7673], [-4.1288, 8.4982, 3.2567], [-4.0413, 5.9850, 2.5843], [-5.8515, 5.5545, 0.8181], [-7.1129, 7.9515, 0.2754], [-5.8436, 9.8213, 1.9620], [0.2478, 2.7945, -5.3299], [1.5536, 3.1793, -5.0834], [1.8790, 4.2336, -4.1789], [0.8023, 4.7094, -3.3740], [-0.5189, 4.3511, -3.5952], [-0.7461, 3.3569, -4.5401], [2.3269, 2.8509, -5.7621], [2.9091, 4.5543, -4.2279], [0.9753, 5.4820, -2.6395], [-1.3412, 4.9299, -3.2014], [-1.7641, 3.0658, -4.7528]], "forces_ev_per_a": [[0.480, 0.623, -1.159], [-1.552, 0.496, 1.336], [0.100, -1.672, 0.820], [0.022, 3.605, -0.364], [0.142, -2.263, -1.988], [-0.064, -0.469, 0.149], [0.287, -0.674, 0.022], [-0.011, -0.176, 0.762], [0.371, 0.518, -0.053], [0.211, 0.045, 0.515], [0.734, -0.567, -0.676], [-0.735, 1.178, -0.106], [2.032, -1.678, 1.297], [-1.258, 0.357, -1.120], [0.392, -0.018, 0.936], [-0.213, 0.123, -0.260], [-0.108, 0.038, -0.125], [-0.493, 0.196, 0.009], [-0.145, -0.224, 0.000], [-0.213, 0.563, 0.006], [-0.388, 0.331, 0.639], [-0.495, -1.067, 0.578], [0.261, -0.896, 0.280], [0.408, 0.569, -1.050], [0.483, 1.374, -0.048], [-0.158, 0.391, 0.143], [-0.169, 0.040, -0.063], [0.301, -0.320, 0.017], [-0.243, -0.079, -0.232], [0.009, -0.338, -0.272], [1.456, 0.380, 0.689], [-1.099, 0.320, -0.835], [-1.642, 0.702, 3.412], [1.312, -0.994, -3.255], [-0.495, -0.153, -1.200], [0.084, 0.156, 0.650], [0.304, -0.163, 0.249], [-0.120, 0.140, -0.056], [0.015, -0.113, 0.208], [0.180, -0.276, 0.134], [0.037, 1.114, -0.227], [-0.056, -2.621, 1.391], [0.242, 1.210, 0.645], [1.990, -0.241, 1.652], [-1.573, 0.065, -2.626], [-0.567, -0.164, 0.153], [-0.129, -0.038, -0.414], [0.171, 0.171, -0.045], [-0.327, 0.270, -0.265], [0.215, 0.237, -0.259], [-1.465, 1.342, 0.362], [2.994, -1.125, -0.568], [-1.833, 0.169, -0.027], [1.004, 0.701, 0.536], [-0.235, -1.140, -0.992], [0.288, 0.014, 0.212], [-0.107, -0.292, 0.312], [-0.372, 0.171, -0.147], [-0.061, 0.046, 0.199], [-0.209, 0.115, 0.114], [0.007, 1.224, -0.133], [0.317, -1.803, -1.975], [-3.860, 0.928, 1.199], [4.370, -0.687, 2.803], [-0.483, 0.424, -1.565], [-0.319, 0.227, -0.445], [-0.018, -0.495, 0.437], [-0.259, 0.355, 0.192], [0.105, -0.244, -0.183], [0.137, 0.085, -0.333], [-0.450, -0.354, -1.347], [0.314, 0.988, 1.639], [-0.391, -0.039, -1.299], [1.009, 2.914, 1.911], [-0.453, -3.589, -0.484], [-0.096, -0.129, -0.303], [0.154, 0.402, 0.180], [-0.157, 0.109, -0.021], [0.137, -0.151, -0.015], [-0.060, -0.151, -0.261], [0.486, 0.700, 1.983], [-2.431, 1.909, 0.277], [-2.089, -1.927, -0.267], [1.391, 0.758, -0.624], [0.788, -0.654, -0.909], [1.812, -0.265, -1.390], [-0.134, -0.509, -0.077], [-0.071, 0.343, 0.743], [0.248, 0.177, 0.015], [0.003, -0.306, 0.511], [0.002, -0.244, -0.247]]}



no.,HOMO-LUMO gap (eV),total energy (hartree)
1,5.9,-7157.342582
2,4.1,-819.101474
3,8.7,-784.442799
4,8.1,-1929.463896